The following is a quantum chemistry calculation of a structure of composition C46H45As2EuIPS, from the OMol25 dataset.

Relative energy (zero: lowest compared OMol25 entry of this formula, charge and spin) = 0.0 kJ/mol
Expectation value of S² = 15.761
Total charge = +1
2S+1 = 8
Highest occupied orbital energy (alpha / beta) = -9.33 / -9.33 eV
Gap between HOMO and LUMO (alpha / beta) = 6.4 / 6.4 eV
Energy = -217654.472 eV
Max |F| = 4.5 eV/Å

Positions of all 97 atoms, in Å:
Eu1 -0.3983 -0.2276 -0.0651
S1 -0.2732 -1.4342 2.7830
C1 -1.8864 -1.6020 3.3168
C2 -2.4872 -0.6487 4.1233
C3 -3.6089 -1.0450 4.9447
C4 -4.1011 -2.3439 5.0011
C5 -3.5168 -3.2187 4.0840
C6 -2.5798 -2.8218 3.1077
As1 -1.7138 -3.7473 1.5989
C7 -2.0562 -2.6128 0.0292
C8 -1.3174 -2.8551 -1.1005
C9 -1.7117 -2.1805 -2.2668
C10 -2.6597 -1.1701 -2.2770
C11 -3.1381 -0.7297 -1.0369
C12 -2.9171 -1.5129 0.0749
C13 -3.2892 -5.0122 1.2893
C14 -3.1023 -6.3240 1.8220
C15 -4.0049 -7.3451 1.5652
C16 -5.1306 -7.1000 0.7751
C17 -5.3374 -5.7785 0.3267
C18 -4.3563 -4.7458 0.4588
H1 -2.1983 0.4093 4.0752
H2 -4.0495 -0.2208 5.5634
H3 -4.7922 -2.7763 5.6548
H4 -3.7387 -4.2864 4.1233
H5 -0.4562 -3.5242 -1.0877
H6 -1.1972 -2.4616 -3.1938
H7 -2.7029 -0.4488 -3.0788
H8 -3.6272 0.2483 -0.8482
H9 -3.3746 -1.3172 1.0432
H10 -2.3532 -6.5512 2.5313
H11 -3.9708 -8.3037 2.0706
H12 -5.8068 -7.9035 0.5128
H13 -6.3090 -5.5158 -0.0909
H14 -4.3896 -3.7368 0.1042
I1 0.2406 0.9847 -3.0564
C19 2.1421 1.9195 -3.6359
C20 2.0064 2.9154 -4.5974
C21 3.0905 3.4059 -5.3508
C22 4.3101 2.8918 -5.1461
C23 4.5728 1.8984 -4.1497
C24 5.7928 1.2979 -4.1153
C25 6.0645 0.3710 -3.1160
C26 5.0576 -0.0179 -2.1992
C27 3.8002 0.5187 -2.2257
P1 2.5995 0.0766 -0.9179
C28 3.1835 -1.5377 -0.2297
C29 2.6561 -2.5786 -0.9461
C30 2.9265 -3.9228 -0.6013
C31 3.6948 -4.1712 0.5365
C32 4.0157 -3.0751 1.3937
C33 3.8775 -1.7760 0.9495
C34 3.0402 1.2842 0.4105
C35 2.4625 1.0277 1.6817
C36 2.5391 2.0028 2.6374
C37 3.1153 3.2388 2.3623
C38 3.7008 3.4993 1.1458
C39 3.5774 2.5227 0.1102
C40 3.4041 1.3691 -3.3156
H15 1.0404 3.3066 -4.8882
H16 2.9049 4.1953 -6.0713
H17 5.1392 3.0187 -5.8345
H18 6.5159 1.4925 -4.9220
H19 7.1057 0.1426 -2.9355
H20 5.2748 -0.6915 -1.3425
H21 1.9931 -2.3458 -1.7907
H22 2.6218 -4.6956 -1.3086
H23 4.0316 -5.1155 0.8668
H24 4.3312 -3.3808 2.4065
H25 4.3176 -0.9104 1.5508
H26 2.0619 0.0201 1.9385
H27 2.1502 1.9306 3.6737
H28 3.1082 3.9595 3.1444
H29 4.2684 4.4235 0.9929
H30 3.9285 2.7980 -0.8949
C41 -2.8002 3.8770 -2.3360
C42 -2.8451 3.7591 -0.8723
As2 -1.2327 2.8806 -0.1226
C43 0.0316 4.4030 -0.6015
C44 0.2395 5.6884 0.1751
C45 -1.6836 3.6451 1.6497
C46 -2.2704 2.6318 2.5846
H31 -2.6508 2.9413 -2.8888
H32 -1.9530 4.4798 -2.7519
H33 -3.6777 4.3440 -2.8189
H34 -3.6256 3.2052 -0.4229
H35 -3.0058 4.8018 -0.5270
H36 -0.1467 4.4919 -1.6883
H37 0.9682 3.8546 -0.4351
H38 1.0181 5.4570 0.8931
H39 -0.6983 6.0461 0.6197
H40 0.5745 6.5386 -0.4469
H41 -2.4305 4.4415 1.4782
H42 -0.7005 4.0781 1.9333
H43 -3.1359 2.1260 2.0799
H44 -2.5392 3.0540 3.5434
H45 -1.5472 1.8069 2.8114

---

The following is a quantum chemistry calculation of a structure of composition C46H45AsMnN6P2S2, from the OMol25 dataset.

Relative energy (zero: lowest compared OMol25 entry of this formula, charge and spin) = 0.0 kJ/mol
Expectation value of S² = 8.762
2S+1 = 6
Highest occupied orbital energy (alpha / beta) = -6.59 / -6.75 eV
Gap between HOMO and LUMO (alpha / beta) = 5.0 / 5.0 eV
Energy = -189778.911 eV
Max |F| = 3.5 eV/Å

Positions of all 103 atoms, in Å:
Mn1 -1.2534 -1.5855 0.4886
N1 0.7604 1.8154 -0.9023
P1 0.7511 0.2962 0.0631
C1 1.6408 0.9275 1.5234
C2 0.8412 1.1924 2.6417
C3 1.3229 2.0934 3.5897
C4 2.6840 2.4475 3.6105
C5 3.4849 2.0495 2.5647
C6 2.9620 1.3791 1.4835
C7 2.0444 -0.5382 -0.9554
C8 3.1604 -1.0658 -0.2993
C9 4.3181 -1.3673 -0.9743
C10 4.3218 -1.3372 -2.3723
C11 3.1524 -0.9773 -3.0462
C12 2.0142 -0.5234 -2.3710
P2 -0.5004 2.7296 -1.5270
C13 0.3019 3.6769 -2.8573
C14 -0.5025 4.2621 -3.8671
C15 0.1285 4.8965 -4.9386
C16 1.4982 5.0048 -5.0473
C17 2.2913 4.4712 -4.0533
C18 1.7173 3.9065 -2.9126
C19 -0.7241 4.1236 -0.3443
C20 -1.5840 3.7968 0.7422
C21 -2.0291 4.7029 1.6854
C22 -1.5282 6.0298 1.6932
C23 -0.5827 6.3276 0.7214
C24 -0.2286 5.4533 -0.3056
H1 1.5410 1.8237 -1.5626
H2 -0.1714 0.7729 2.7876
H3 0.7281 2.3732 4.4434
H4 3.0539 3.1608 4.3508
H5 4.5079 2.3990 2.4606
H6 3.5629 1.2930 0.5674
H7 3.2314 -1.1775 0.7873
H8 5.2156 -1.7315 -0.4387
H9 5.2015 -1.7055 -2.9061
H10 3.0879 -1.1283 -4.1372
H11 1.1144 -0.1918 -2.8645
H12 -1.5781 4.2468 -3.8207
H13 -0.5152 5.2508 -5.7753
H14 1.9764 5.4596 -5.9096
H15 3.3749 4.4719 -4.2340
H16 2.3171 3.6302 -2.0473
H17 -1.9719 2.7731 0.8393
H18 -2.8614 4.4295 2.3661
H19 -1.9273 6.7733 2.3968
H20 -0.0298 7.2826 0.7818
H21 0.4255 5.8203 -1.0855
S1 -3.1860 -0.6176 1.5460
C25 -4.2211 -1.9196 1.2962
C26 -5.2949 -2.0653 2.2285
N2 -6.1310 -2.2156 3.0499
C27 -4.0914 -2.8927 0.2846
S2 -2.7491 -3.1329 -0.7071
C28 -5.2563 -3.7512 0.0577
N3 -6.1494 -4.4894 -0.0693
N4 3.1252 -4.2539 5.3615
C29 4.2026 -5.0376 5.7472
C30 4.7221 -5.4073 6.9701
C31 5.7072 -6.4518 6.9537
C32 6.2111 -6.9872 5.7594
C33 5.6159 -6.6673 4.5095
C34 4.5973 -5.7186 4.5371
N5 3.8275 -5.3414 3.4905
C35 2.9411 -4.4948 4.0087
C36 1.9921 -3.8441 3.2413
C37 1.0212 -2.9834 3.7744
C38 0.1347 -2.3999 2.9366
N6 0.1750 -2.5349 1.5765
C39 1.1055 -3.3681 1.0747
C40 2.0198 -4.0219 1.8502
H22 2.6121 -3.6086 5.9522
H23 4.3788 -4.9247 7.8379
H24 6.0444 -6.8101 7.9565
H25 6.9644 -7.8134 5.7985
H26 5.9106 -7.1810 3.5853
H27 0.8808 -2.8956 4.8532
H28 -0.6501 -1.7592 3.3059
H29 1.1017 -3.4583 -0.0090
H30 2.7420 -4.7194 1.3709
C41 -5.2994 2.5787 -1.5601
C42 -4.8729 1.9530 -2.8653
As1 -3.9580 0.1895 -2.5613
C43 -5.6158 -0.8784 -3.1834
C44 -5.8587 -1.0539 -4.6762
C45 -2.7733 0.0623 -4.1776
C46 -3.0724 0.9627 -5.3696
H31 -5.5605 3.6084 -1.7384
H32 -4.4814 2.5083 -0.8103
H33 -6.1551 2.0299 -1.1234
H34 -4.1312 2.5577 -3.4357
H35 -5.7343 1.7871 -3.5782
H36 -6.4640 -0.4072 -2.6988
H37 -5.4126 -1.8795 -2.7670
H38 -6.1976 -0.1590 -5.1957
H39 -6.5518 -1.8700 -4.9647
H40 -4.9542 -1.3284 -5.2246
H41 -2.7931 -1.0104 -4.4345
H42 -1.8300 0.2286 -3.7156
H43 -4.1179 1.2398 -5.5225
H44 -2.7570 0.5430 -6.3245
H45 -2.4590 1.8904 -5.2347